Entry 1:
90
Properties=species:S:1:pos:R:3:forces:R:3:mulliken_charge:R:1 method="wB97M-V/def2-TZVPD" total_charge=0 lumo_ev=0.527 de_lowest_kj_mol=202.54 homo_ev=-8.849 e_tot_ha=-3068.77191 spin_multiplicity=1
F 40.2780 17.9750 39.6540 -0.48 -2.39 2.30 -0.15
C 40.5900 18.9520 38.9130 2.19 4.25 -5.25 0.27
C 41.4700 18.8100 37.7990 -0.69 -0.29 -2.22 0.31
C 41.5570 19.7750 36.6610 -3.10 0.90 5.98 -0.98
C 40.8780 21.0330 36.8550 -1.70 1.91 0.32 -0.11
C 40.1650 21.3530 38.0480 5.22 -16.82 -0.62 -1.04
C 40.0930 20.2240 39.0460 -0.13 3.37 -2.10 -0.41
H 41.8660 17.7740 37.6990 0.12 0.96 -0.27 0.13
H 42.0520 19.5800 35.8040 1.71 -0.86 -2.45 0.64
H 40.6170 22.0380 36.2280 1.82 -3.06 0.09 0.14
H 39.9930 22.2230 38.1090 -3.39 11.58 1.96 0.71
H 39.6640 20.4830 39.9370 -1.53 0.41 2.29 0.49
F 46.2170 18.2210 43.1030 1.81 -0.13 0.42 -0.32
C 44.9190 18.2200 43.0060 -4.23 0.93 -1.67 0.24
C 44.2910 19.3500 42.3400 -0.69 -1.22 0.17 -0.13
C 42.8810 19.4010 42.0610 6.29 -3.56 2.86 -1.11
C 42.2020 18.3030 42.4180 -1.48 -2.20 1.59 -0.26
C 42.6610 17.2020 43.1180 4.23 -0.38 0.09 -0.38
C 44.1280 17.1190 43.3720 -3.94 4.15 -2.02 -0.83
H 44.8980 20.1180 41.8970 0.47 0.26 0.27 0.44
H 42.5240 20.1490 41.5530 -2.11 4.05 -2.65 0.75
H 41.1860 18.2260 42.2690 -2.35 0.29 -0.75 0.50
H 42.0700 16.2950 43.3540 0.35 1.09 -0.14 0.19
H 44.4270 16.3000 43.8490 1.74 -3.19 1.88 0.89
F 43.9860 13.3380 34.9270 0.33 -0.60 -0.09 -0.32
C 42.8140 13.7320 35.3930 -2.83 1.10 2.38 0.21
C 42.4780 15.0970 35.3150 -6.14 -5.47 3.70 -0.88
C 41.1960 15.5890 35.7460 0.92 -5.96 1.50 -0.56
C 40.2780 14.6780 36.4260 1.76 2.12 0.76 -0.58
C 40.7130 13.3670 36.6830 -1.15 -0.65 0.19 0.04
C 41.9260 12.9000 36.1740 1.12 0.85 -0.53 -0.36
H 42.9070 15.7170 34.7690 4.84 5.27 -4.62 0.89
H 41.0690 16.5900 35.6660 -0.91 2.88 -0.27 0.82
H 39.5250 15.1500 37.1080 0.10 -0.69 -1.26 0.18
H 40.0590 12.6120 37.3080 1.50 1.83 -1.22 0.22
H 42.2200 11.9550 36.5830 0.43 -0.61 -0.51 0.41
F 35.4340 13.7700 43.7700 -0.48 0.19 -0.45 -0.34
C 36.2790 13.5990 42.7350 2.76 -0.13 -0.27 0.41
C 37.2790 12.5850 42.9240 -0.98 2.08 -1.17 -0.46
C 38.3040 12.5820 41.9350 -3.80 0.65 1.31 -0.57
C 38.3080 13.3410 40.7740 -3.27 0.90 3.02 -0.39
C 37.3220 14.3010 40.5960 0.27 1.44 0.85 -0.43
C 36.3950 14.5210 41.6800 -1.45 0.11 -1.97 -0.52
H 37.0920 12.0170 43.8530 0.88 -0.12 -0.84 0.51
H 39.0080 11.8700 41.8920 2.61 -2.59 0.76 0.55
H 39.1130 13.0420 40.2690 2.83 -0.08 -3.19 0.66
H 37.3970 15.0740 39.7680 -0.42 -1.25 1.02 0.25
H 35.6060 15.3180 41.4510 1.19 -1.17 0.94 0.31
F 45.5940 19.1520 36.8800 0.46 -0.09 0.36 -0.28
C 46.5860 19.3890 37.7690 2.12 2.33 0.93 0.55
C 46.9900 18.4570 38.7180 -1.83 -1.42 -1.47 -0.04
C 47.8780 18.8490 39.6520 1.76 3.81 0.84 -0.42
C 48.4390 20.2380 39.7170 -1.87 -3.53 -2.25 -0.62
C 48.1460 21.1230 38.6890 -0.67 2.37 0.31 -0.52
C 47.1960 20.7270 37.7540 -0.63 -5.59 1.93 -0.47
H 46.5660 17.4130 38.7600 0.41 1.30 -0.17 0.07
H 48.0880 18.1310 40.3980 0.61 -0.34 0.89 0.45
H 49.1160 20.4650 40.4590 1.25 0.48 1.58 0.52
H 48.4440 22.2790 38.7100 -0.34 -2.89 -0.01 0.22
H 46.5770 21.1460 37.1000 -1.34 3.55 -2.90 0.53
C 43.9850 15.2650 38.7460 2.05 3.15 2.55 -0.40
C 44.8520 14.9300 40.0700 0.01 3.98 0.56 -0.07
C 44.1950 13.8320 40.7490 -1.64 2.27 -0.36 -1.64
S 42.4570 14.2210 40.5230 -0.71 -0.77 1.40 1.20
O 41.8340 14.7010 41.7360 0.17 -0.16 -0.41 -0.18
O 41.9310 13.0910 39.8340 -1.06 -1.61 -0.40 -0.77
C 42.5600 15.4310 39.3170 0.75 2.21 -2.12 0.34
H 44.0310 14.4950 38.0380 0.23 -1.16 -1.03 0.40
H 44.4440 16.2560 38.3250 -1.25 -1.82 0.42 -0.07
H 44.7160 15.6970 40.9630 0.32 0.01 -2.49 -0.17
H 45.9400 14.8990 39.9620 -0.24 -0.51 -0.35 0.57
H 44.4360 13.8450 41.7420 0.49 -0.99 2.53 0.55
H 44.2950 13.0610 40.1370 0.49 -4.49 -1.55 0.67
H 42.5210 16.4070 39.8120 -0.24 -0.06 -0.12 -0.01
H 41.8170 15.3510 38.4710 0.42 -0.20 1.39 -0.46
C 39.6320 13.3970 47.3000 -0.30 5.52 -0.84 -0.91
C 39.0450 13.6630 45.8460 0.77 -7.07 2.89 -1.24
C 39.9800 14.3220 45.0970 3.58 4.38 -4.08 0.14
S 41.4030 13.5220 45.4930 5.93 0.67 -1.97 1.22
O 42.6210 14.4280 45.5420 -2.84 -2.07 -0.33 -0.71
O 41.3920 12.3620 44.6040 0.38 0.48 0.76 -0.70
C 41.0950 12.9930 47.1410 -2.78 0.22 -1.66 -0.85
H 38.8880 12.9170 47.8620 -0.29 -1.37 0.96 0.46
H 39.6410 14.5170 47.7330 0.08 -2.34 -0.47 0.23
H 38.2560 14.1870 45.7570 -6.28 3.42 0.56 0.99
H 38.8020 12.6780 45.4980 -0.16 -0.67 -0.66 0.14
H 39.9710 15.3150 45.4960 0.70 1.04 0.27 0.35
H 40.1060 14.5110 43.9650 -1.07 -0.98 1.43 -0.04
H 41.7580 13.6490 47.5950 1.45 0.04 1.95 0.47
H 41.1800 11.9550 46.9660 0.89 -1.28 1.00 0.46

Entry 2:
96
Properties=species:S:1:pos:R:3:forces:R:3:mulliken_charge:R:1 method="wB97M-V/def2-TZVPD" total_charge=+1 lumo_ev=-2.460 de_lowest_kj_mol=0.00 homo_ev=-10.098 e_tot_ha=-3917.06849 spin_multiplicity=1
Sr 0.3147 0.3365 0.0335 -0.58 0.07 0.40 1.69
O -2.6875 -1.9548 -2.6415 0.02 -0.01 -0.01 -0.53
C -1.6195 -1.3350 -2.1512 0.02 -0.01 0.00 0.48
O -1.3524 -1.3321 -0.9704 0.03 0.00 -0.02 -0.13
C -0.7684 -0.6826 -3.2196 0.01 0.01 -0.01 -0.92
O -0.0716 0.4333 -2.7079 0.05 -0.06 0.03 -0.11
C -0.5782 1.7267 -3.0948 0.01 -0.03 0.02 -0.41
C -0.8817 2.6165 -1.8755 0.03 -0.06 -0.03 0.49
O -0.7353 3.8192 -2.0013 -0.07 0.03 -0.03 -0.75
O -1.2930 1.9659 -0.8492 0.30 0.03 0.00 -0.78
H -3.1478 -2.3782 -1.8988 -0.01 0.00 0.00 0.51
H -0.0524 -1.4502 -3.5240 -0.01 0.00 -0.01 0.28
H -1.3809 -0.4194 -4.0816 -0.01 0.00 0.01 0.43
H 0.1537 2.2123 -3.7387 0.00 0.01 0.03 -0.02
H -1.5098 1.6077 -3.6526 0.01 0.02 -0.02 0.69
S 5.5663 3.7746 -4.0502 -0.02 0.04 0.00 -0.12
C 5.2290 3.5910 -5.7139 0.01 -0.03 0.00 -0.44
C 3.9589 3.1519 -5.9274 0.00 0.02 0.01 -0.65
C 3.2407 2.9710 -4.7169 -0.01 0.01 -0.01 -0.23
C 3.9785 3.2796 -3.6092 0.02 -0.04 0.00 -0.01
C 3.5570 3.2228 -2.2066 0.00 0.00 0.02 0.47
C 2.6645 2.2206 -1.7810 0.02 0.02 0.01 -1.15
N 2.2262 2.0944 -0.5471 -0.05 0.03 -0.16 0.93
C 2.6501 2.9765 0.3852 0.01 0.00 0.02 -0.66
C 3.5542 4.0014 0.0739 -0.01 -0.02 0.02 0.83
C 3.9928 4.9039 1.1010 0.00 0.01 0.00 -1.08
C 3.5534 4.7731 2.3672 0.01 0.00 0.01 -1.07
C 2.6247 3.7365 2.7213 -0.02 -0.01 -0.02 0.90
C 2.1566 3.5709 4.0325 0.01 0.00 0.02 -0.66
C 1.2579 2.5713 4.3283 0.01 0.01 0.00 0.34
C 0.8463 1.7466 3.2622 -0.02 0.04 -0.01 -0.88
N 1.2737 1.8707 2.0246 0.12 -0.08 0.02 1.10
C 2.1638 2.8476 1.7405 0.00 0.02 -0.02 -0.58
C 0.7321 2.3597 5.6800 0.00 -0.02 0.00 0.41
C 0.7207 3.2400 6.7258 0.00 0.02 0.00 -0.52
C 0.1377 2.7001 7.9000 0.00 -0.01 0.00 -0.57
C -0.2841 1.4182 7.7255 0.00 0.00 0.01 -0.48
S 0.0170 0.8607 6.1412 0.01 0.01 0.00 -0.03
C 3.9962 4.1110 -1.2522 0.02 0.01 -0.02 -0.73
H 5.9871 3.8114 -6.4475 0.00 -0.01 0.00 0.45
H 3.5469 2.9775 -6.9099 0.00 0.00 0.00 0.41
H 2.2047 2.6662 -4.6706 0.00 0.00 0.00 0.34
H 2.3099 1.4892 -2.5016 -0.01 0.00 0.00 0.48
H 4.6869 5.6908 0.8348 0.00 0.00 -0.01 0.46
H 3.8891 5.4517 3.1410 0.00 0.00 0.01 0.45
H 2.5237 4.2313 4.8089 0.00 0.00 0.00 0.44
H 0.1094 0.9707 3.4337 0.00 -0.02 0.00 0.05
H 1.0969 4.2507 6.6574 0.00 0.00 0.00 0.38
H 0.0322 3.2413 8.8282 0.00 0.00 0.00 0.40
H -0.7601 0.7726 8.4453 0.00 0.00 0.00 0.43
H 4.6739 4.9133 -1.5210 0.00 0.00 0.00 0.53
C -0.3194 -2.5961 2.1619 -0.01 0.01 0.01 -0.66
O 0.5446 -1.4730 1.9913 0.06 -0.02 -0.06 0.42
C 1.9226 -1.8083 2.1115 -0.01 0.01 0.01 -1.18
C 2.4619 -2.3841 0.8233 0.01 0.02 -0.03 0.24
O 2.2930 -1.3910 -0.1803 -0.05 0.03 -0.10 -0.04
C 2.7459 -1.8178 -1.4632 0.03 0.01 -0.01 -0.48
H -0.2166 -2.9912 3.1760 0.00 0.00 0.00 0.30
H -0.0911 -3.3847 1.4405 -0.01 0.00 -0.01 -0.08
H -1.3356 -2.2450 2.0065 -0.01 0.00 0.00 0.23
H 2.0741 -2.5041 2.9418 0.01 -0.02 -0.02 0.47
H 2.4472 -0.8779 2.3396 -0.01 0.00 0.01 0.12
H 1.9341 -3.2987 0.5307 0.01 -0.01 0.01 -0.34
H 3.5252 -2.6238 0.9340 0.00 0.00 0.02 0.44
H 3.8024 -2.0945 -1.4200 0.00 0.00 0.00 0.34
H 2.6309 -0.9743 -2.1430 -0.01 -0.01 0.00 0.10
H 2.1467 -2.6571 -1.8235 0.00 0.00 0.01 -0.04
S -2.1744 0.3060 2.1748 0.05 -0.11 -0.07 -0.37
C -3.3650 1.4345 1.7866 0.00 0.11 -0.01 0.04
N -3.2271 2.4974 0.9994 0.03 0.02 0.13 0.24
C -4.5061 3.1623 0.7831 -0.01 0.00 -0.01 -0.51
C -5.3160 2.6573 1.9824 0.01 0.00 0.00 -0.55
N -4.6343 1.3944 2.2591 0.00 0.00 0.00 -0.18
H -2.4212 2.5660 0.3683 -0.06 -0.05 -0.13 0.05
H -4.9508 2.8398 -0.1626 0.01 0.00 0.00 0.30
H -4.3987 4.2441 0.7710 0.01 0.00 0.00 0.38
H -6.3671 2.5064 1.7498 0.00 0.00 0.00 0.32
H -5.2298 3.3403 2.8322 -0.01 0.00 0.00 0.28
H -4.8318 0.8318 3.0686 0.01 0.01 0.01 0.26
C -1.2696 -5.9004 -2.8223 0.03 0.00 -0.01 -1.22
S -0.7889 -4.5769 -1.7087 -0.03 -0.01 -0.01 0.68
O 0.0484 -3.6420 -2.5214 0.01 0.01 -0.01 -0.61
C 0.3332 -5.5232 -0.6878 -0.01 0.00 0.00 0.29
C 1.6548 -5.6650 -1.0833 0.01 0.00 0.00 -0.33
C 2.5269 -6.3751 -0.2718 -0.01 0.00 0.00 -0.68
C 2.0740 -6.9305 0.9190 0.01 0.00 0.00 -0.52
C 0.7492 -6.7788 1.3058 0.00 0.00 0.00 -0.59
C -0.1295 -6.0653 0.5022 0.01 0.00 0.00 -0.34
H -0.3760 -6.2841 -3.3123 0.00 0.00 0.00 0.34
H -1.9520 -5.4696 -3.5530 0.00 0.00 0.00 0.43
H -1.7689 -6.6836 -2.2532 0.00 0.00 0.01 0.41
H 1.9853 -5.2131 -2.0106 0.00 0.00 0.00 0.42
H 3.5600 -6.4988 -0.5686 0.00 0.00 0.00 0.44
H 2.7577 -7.4844 1.5485 0.00 0.00 0.00 0.43
H 0.4010 -7.2107 2.2344 0.00 0.00 0.00 0.43
H -1.1621 -5.9261 0.8015 0.00 0.00 0.00 0.47